a:
Molecular formula: C2H6N5
Method: DFT, the ωB97M-V functional and the def2-TZVPD basis

Geometry as ORCA input:
```
! RIJCOSX wB97M-V def2-TZVPD def2/J DEFGRID3
* xyz 1 1
C 2.64 0.39 0.01
C -2.64 -0.24 0.06
N 0.73 -1.11 0.27
N -0.27 -1.70 0.21
N -0.72 1.24 0.22
N 1.42 -0.18 0.50
N -1.49 0.47 0.17
H 3.55 -0.22 0.21
H 2.64 0.45 -1.15
H 2.90 1.28 0.39
H -3.36 0.45 0.28
H -2.87 -0.64 -0.85
H -2.69 -0.94 0.82
*
```

HOMO energy: -0.5123 Ha
HOMO-LUMO gap: 8.84 eV

b:
Molecular formula: C2H6N5
Method: DFT, the ωB97M-V functional and the def2-TZVPD basis

Geometry as ORCA input:
```
! RIJCOSX wB97M-V def2-TZVPD def2/J DEFGRID3
* xyz 1 1
N -1.16 0.89 -0.27
C 0.05 0.54 0.06
C 0.37 -0.85 0.36
N 1.68 -1.05 -0.25
N 2.67 -0.14 -0.17
N 2.39 0.97 0.15
N 1.12 1.43 0.19
H -1.86 0.10 -0.29
H -1.31 1.88 -0.21
H 0.43 -0.89 1.51
H -0.48 -1.54 -0.14
H 1.87 -1.98 -0.51
H 0.73 2.45 0.25
*
```

HOMO energy: -0.5119 Ha
SMILES: [NH2+]=C1CNN=NN1
HOMO-LUMO gap: 9.47 eV

Need the numbers? Relative energies in kJ/mol: a 182.8; b 0.0.